<1>
The following is a DFT calculation (ωB97M-V/def2-TZVPD) of C6H7NS in the gas phase.

```
15
C6H7NS ωB97M-V/def2-TZVPD
C 2.56202 -0.12314 0.30614
C 1.11745 1.19731 -1.12602
C 0.31104 2.12235 -0.62627
C 1.29601 -0.06370 -0.35662
C 0.04028 0.05243 0.97786
C -1.06095 -0.94103 0.72670
N 3.55943 -0.14216 0.86706
S -0.52037 1.77798 0.86988
H 1.66913 1.33188 -2.04185
H 0.11483 3.08521 -1.05884
H 1.07724 -0.97740 -0.90646
H 0.56681 -0.11101 1.91302
H -1.56904 -0.72681 -0.21406
H -1.79622 -0.88168 1.52893
H -0.66052 -1.95418 0.69775
```

The value obtained for the HOMO-LUMO gap is 9.413 eV. Its SMILES is C[C@@H]1SC=C[C@H]1C#N.

=====

<2>
The following is a DFT calculation (ωB97M-V/def2-TZVPD) of a molecular structure, C6H7NS.

```
15
C6H7NS ωB97M-V/def2-TZVPD
C -0.35771 -0.02671 0.02680
C 0.75045 -0.04988 1.33800
C 2.12216 -0.37020 0.57924
C 1.89067 -0.80603 -0.70519
C 0.31593 -1.03236 -0.92526
C -0.25903 1.36806 -0.18032
H -1.96304 -1.04790 -1.42331
H 1.20914 1.08041 1.64317
H 0.65204 -0.59908 2.40367
H 3.16899 0.23031 0.97940
H 2.48473 -1.10236 -1.54488
H 0.11447 -2.16996 -0.64908
H 0.25747 -0.70810 -1.95228
N 0.10853 2.47498 -0.61318
S -2.09115 -0.46909 0.25224
```

The value obtained for the HOMO-LUMO gap is 9.113 eV.

=====

It comes down to <1>, which is 0.1725 hartree more stable than the next structure.

=====

<1>
The following is a DFT calculation (ωB97M-V/def2-TZVPD) of C4H2N2O in the gas phase.

```
9
C4H2N2O ωB97M-V/def2-TZVPD
C -1.10381 -0.43998 0.11128
C 0.29912 0.07713 0.04037
C 1.10764 -0.69276 -0.76737
C 0.28747 1.44684 -0.19737
H -1.44519 -1.56448 0.68302
H 0.75393 0.07183 0.95680
N 1.76885 -1.88096 -0.81837
N 0.43693 2.65716 -0.21095
O -2.10494 0.32521 0.20260
```

The value obtained for the HOMO-LUMO gap is 10.249 eV. Its SMILES is N#CC(C#N)C=O.

=====

<2>
The following is a DFT calculation (ωB97M-V/def2-TZVPD) of C4H2N2O in the gas phase.

```
9
C4H2N2O ωB97M-V/def2-TZVPD
C -1.47177 -2.20316 -0.50866
C -0.80613 -1.24402 -0.19331
C 0.06527 -0.12940 -0.07538
C 0.65359 1.81232 0.50847
H -1.67778 -3.29671 -0.75214
H 0.53844 2.75496 0.99365
N 1.30053 0.01889 -0.51446
N 1.75815 1.30945 0.00389
O -0.36031 0.97767 0.53793
```

The value obtained for the HOMO-LUMO gap is 10.468 eV. Its SMILES is C#Cc1nnco1.

=====

It comes down to <2>, which is 0.0846 hartree more stable than the next structure.

=====

<1>
The following is a DFT calculation (ωB97M-V/def2-TZVPD) of 2 unconnected molecules or ions with the total composition C4H13N.

```
18
C4H13N ωB97M-V/def2-TZVPD
C -2.18591 0.89272 -1.48044
C -2.10121 -0.64907 -1.46281
H -2.25817 1.35571 -2.49193
H -1.25234 1.30678 -1.04101
H -2.92623 1.38143 -0.84881
H -1.22561 -0.81702 -2.12276
H -1.85995 -1.12181 -0.50343
H -2.97288 -1.13460 -1.87755
C 1.55812 -1.33749 0.98615
N 1.77313 -0.21877 1.86997
C 1.59793 1.08246 1.27022
H 2.47719 -1.69453 0.44104
H 1.08776 -2.13407 1.55761
H 0.86225 -1.07568 0.19032
H 2.67928 -0.35346 2.29387
H 1.99949 1.09652 0.21124
H 2.14149 1.87901 1.81479
H 0.60566 1.54186 1.19354
```

The value obtained for the HOMO-LUMO gap is 9.721 eV. Its SMILES is CNC.CC.

=====

<2>
The following is a DFT calculation (ωB97M-V/def2-TZVPD) of 2 unconnected molecules or ions with the total composition C4H13N.

```
18
C4H13N ωB97M-V/def2-TZVPD
C -2.69631 1.57890 -1.47563
C -1.15715 1.67107 -1.37745
H -3.20056 1.75068 -0.52674
H -2.99811 0.58510 -1.79384
H -3.06460 2.32431 -2.17288
H -0.80109 2.52200 -1.95756
H -0.69657 1.78929 -0.40294
H -0.75544 0.79197 -1.87887
C 2.58695 -1.67186 1.42677
C 1.08137 -1.42459 1.51137
N 0.47713 -0.79719 0.33055
H 3.15950 -0.85001 0.99366
H 2.96564 -1.72309 2.44434
H 2.76691 -2.56405 0.84767
H 0.57409 -2.37775 1.62265
H 0.78952 -0.86228 2.40009
H -0.01118 0.05174 0.54596
H 0.97989 -0.79424 -0.53716
```

The value obtained for the HOMO-LUMO gap is 9.816 eV. Its SMILES is CCN.CC.

=====

It comes down to <2>, which is 0.0135 hartree more stable than the next structure.

=====

<1>
The following is a DFT calculation (ωB97M-V/def2-TZVPD) of 2 unconnected molecules or ions with the total composition C4H13N.

```
18
C4H13N ωB97M-V/def2-TZVPD
C 3.03587 0.80264 -0.42403
C 2.29163 -0.12083 0.58297
H 2.49235 1.02073 -1.35133
H 4.11066 0.73113 -0.67715
H 2.96477 1.72869 0.16144
H 2.15290 -1.14103 0.14114
H 2.72409 -0.26372 1.57465
H 1.28091 0.25552 0.74122
C -2.48156 -1.09800 -0.91636
N -1.55806 -0.12719 -0.41202
C -1.82009 0.35987 0.95286
H -2.60755 -1.82247 -0.09614
H -3.51340 -0.78978 -1.19037
H -2.10178 -1.67448 -1.81354
H -1.40079 0.63218 -1.06105
H -2.88288 0.65203 1.04568
H -1.21819 1.27026 1.09260
H -1.46889 -0.41556 1.64944
```

The value obtained for the HOMO-LUMO gap is 9.681 eV. Its SMILES is CNC.CC.

=====

<2>
The following is a DFT calculation (ωB97M-V/def2-TZVPD) of 2 unconnected molecules or ions with the total composition C4H13N.

```
18
C4H13N ωB97M-V/def2-TZVPD
C -0.62808 -2.56557 -0.75256
N -1.96991 -2.05662 -0.44186
H -0.53028 -3.58389 -0.34933
H 0.19331 -2.00037 -0.32659
H -0.52021 -2.66438 -1.82846
H -2.28507 -2.39997 0.45783
H -2.62762 -2.40514 -1.12550
C 0.39933 1.41005 1.61932
C 1.29544 1.89825 0.49816
C 0.72126 1.62526 -0.91964
H -0.59843 1.85555 1.47264
H 0.73680 1.60767 2.62911
H 0.09563 0.37575 1.42134
H 2.25704 1.37252 0.56480
H 1.54003 2.96148 0.59298
H 1.49230 1.90053 -1.63124
H 0.65970 0.53422 -0.90957
H -0.23123 2.13466 -0.97143
```

The value obtained for the HOMO-LUMO gap is 10.374 eV. Its SMILES is CCC.CN.

=====

It comes down to <2>, which is 0.0156 hartree more stable than the next structure.

=====

<1>
The following is a DFT calculation (ωB97M-V/def2-TZVPD) of C3H5ClO2 in the gas phase.

```
11
C3H5ClO2 ωB97M-V/def2-TZVPD
C 0.75845 -0.82125 1.49499
C -0.50443 -0.13720 -0.35324
C -0.76781 0.97837 -1.23572
H 1.41690 -1.41206 0.67607
H -0.10898 -1.75167 1.40884
H 1.28724 -0.48036 2.29528
H -0.71665 0.70793 -2.43907
H -1.63235 1.60553 -1.01203
O 0.38216 0.34525 0.65171
O -0.51163 -1.29296 -0.50382
Cl 0.39710 2.25841 -0.98301
```

The value obtained for the HOMO-LUMO gap is 11.131 eV. Its SMILES is COC(=O)CCl.

=====

<2>
The following is a DFT calculation (ωB97M-V/def2-TZVPD) of 2 unconnected molecules or ions with the total composition C3H5ClO2.

```
11
C3H5ClO2 ωB97M-V/def2-TZVPD
C -0.41194 -1.59601 -0.10570
C -1.04315 -0.52641 0.38299
C -1.15985 0.80301 -0.32436
O -1.84752 1.74005 0.39297
O -0.75206 0.99680 -1.40087
Cl 4.16315 0.90294 -0.10262
H -0.46684 -2.53132 0.40327
H 0.18637 -1.67986 -0.99811
H -1.36074 -0.45537 1.41829
H -1.75191 2.67669 0.00138
H 4.44449 -0.33052 0.33274
```

The value obtained for the HOMO-LUMO gap is 10.920 eV. Its SMILES is C=CC(=O)O.Cl.

=====

It comes down to <2>, which is 0.0750 hartree more stable than the next structure.